248
Properties=species:S:1:pos:R:3:forces:R:3 method="wB97M-V/def2-TZVPD" e_above_lowest_kcal_mol=95.3 homo_ev=-8.21 fmax_ev_per_a=6.39 lumo_ev=0.27 homo_lumo_gap_ha=0.3115
C -0.2230 -2.8671 -2.0138 1.3765 -0.1311 -1.3442
O -0.5567 -3.8229 -2.7115 -0.4446 -0.1902 0.3686
N -0.8233 -2.3731 -0.9547 -3.3096 -0.2592 2.6541
N 0.8893 -2.1631 -2.2220 1.6924 0.4231 -1.0845
H -1.6634 -2.8424 -0.6478 0.1092 0.2153 -0.1171
H -0.6446 -1.4569 -0.5691 0.2462 -0.0803 -0.0420
H 1.4948 -2.4336 -2.9838 -0.1562 0.4952 0.0622
H 1.0958 -1.3341 -1.6834 0.0175 -0.1598 -0.0553
C 4.6001 1.0850 -0.9589 -2.0938 -1.7699 -0.9888
O 4.9055 1.1721 0.1815 2.1955 -0.3040 4.8833
N 4.4376 2.1260 -1.6847 0.1188 4.8885 -3.3425
N 4.1393 -0.0112 -1.5459 -0.6922 -2.0344 -1.2282
H 4.2868 2.0907 -2.6828 -0.1736 -0.2839 0.1047
H 4.6636 3.0265 -1.2871 -0.0614 0.0304 0.3104
H 4.2138 -0.9323 -1.1383 0.1808 -0.2388 0.1029
H 3.6085 0.0944 -2.3987 0.2719 0.0536 0.1175
C -1.9281 1.0703 4.7756 2.1636 1.3965 1.1335
O -0.8823 0.5941 4.3568 0.0157 -1.1025 -0.9857
N -3.0733 1.2550 4.1731 -1.7975 -0.8595 -1.9752
N -1.9368 1.7062 5.9489 0.0920 0.0184 1.7423
H -3.0518 1.1720 3.1668 -1.1586 -0.0241 -0.1936
H -3.7866 1.7715 4.6676 -0.0282 -0.2535 -0.7599
H -2.7501 2.2915 6.0751 0.9668 0.2436 1.0122
H -1.0392 1.7440 6.4105 -0.5358 0.4835 0.3223
C 4.4294 -2.4892 0.6980 -0.7165 2.7212 -1.8316
O 4.5328 -2.5211 -0.5402 0.4917 -0.9521 0.7427
N 3.7768 -3.2934 1.4671 -2.7233 -5.3753 2.1202
N 4.6861 -1.4317 1.4538 2.1068 2.4170 0.2590
H 3.6312 -3.0679 2.4407 0.0913 -0.0979 -0.3965
H 3.2189 -4.0743 1.1522 0.4509 0.1139 -0.3660
H 5.0071 -0.5849 1.0065 0.0833 0.5067 0.1492
H 4.3835 -1.4053 2.4170 0.0672 0.3861 -0.4089
C -6.4040 -1.8530 -10.1872 -0.6009 -0.2841 0.6957
O -6.7235 -2.8569 -9.2004 0.7494 -0.2537 -2.3075
C -5.9709 -4.0770 -9.4826 -0.4777 0.9616 3.8349
C -4.5553 -4.0545 -8.7803 -0.0049 0.0333 -0.8303
N -4.4850 -3.6512 -7.3666 0.8586 -0.1521 0.2425
C -3.0590 -3.6447 -6.8023 -2.2193 -0.1704 0.1635
C -3.0234 -2.8828 -5.4647 0.7684 -0.9239 -0.1532
O -2.7017 -1.5286 -5.6308 -0.4678 0.7352 0.0738
C -2.7890 -0.7845 -4.4151 0.2461 -0.5599 -0.1475
H -7.2927 -1.2414 -10.3431 0.2193 0.6234 0.8082
H -6.2889 -2.2008 -11.2138 0.5967 -0.7866 0.0642
H -5.5016 -1.3685 -9.8142 -0.1410 0.6409 -0.5341
H -6.0586 -4.4042 -10.5186 0.4648 0.1628 0.0314
H -6.5371 -4.7142 -8.8034 -0.0094 -0.8080 -0.4888
H -3.8300 -3.4992 -9.3750 0.1501 0.3716 -0.3362
H -4.2184 -5.0897 -8.8360 0.1090 -0.2006 0.0621
H -4.8567 -2.7309 -7.1793 -0.2667 0.1421 -0.4729
H -2.3423 -3.2713 -7.5338 0.1771 0.2097 0.0787
H -2.8224 -4.6806 -6.5593 0.1478 -0.0628 -0.2105
H -2.2799 -3.3624 -4.8279 0.4491 -0.0150 0.0717
H -3.9402 -3.0281 -4.8934 -0.5632 0.1646 -0.2751
H -2.7183 0.2683 -4.6882 -0.0859 -0.0772 0.2129
H -2.0077 -1.0739 -3.7123 0.5467 0.1041 -0.1031
H -3.6851 -1.0040 -3.8346 -0.5022 0.1695 -0.3829
C -1.4390 -1.7876 7.2323 0.9549 -0.2278 -0.8350
O -1.2670 -2.5247 8.3761 0.4429 -0.8329 2.1202
C -1.4592 -3.9238 8.2718 -1.2311 0.2385 -0.1145
C -0.4106 -4.7368 7.4885 -0.5690 -1.0660 1.3020
N 0.9343 -4.7239 8.0128 0.9374 0.8298 -1.0631
C 1.7513 -3.6183 7.5623 1.8501 -0.1398 0.8233
C 3.2173 -3.7840 8.1721 -3.1201 0.7544 0.0793
O 3.0796 -3.3624 9.5623 -1.1110 -0.7102 -2.4313
C 4.3020 -3.2217 10.1538 0.6099 0.5404 0.5754
H -0.8629 -0.8844 7.4333 -0.3978 0.3373 -0.4868
H -2.4719 -1.6136 6.9307 -0.2576 0.1755 0.2232
H -0.9565 -2.3452 6.4295 0.0838 0.3462 -0.6079
H -2.5012 -4.0338 7.9716 -0.0616 -0.4979 -1.3161
H -1.6267 -4.3359 9.2669 1.0943 0.2305 0.4910
H -0.4237 -4.6151 6.4054 0.1772 0.4387 0.0425
H -0.6546 -5.7887 7.6366 -0.8846 -0.0987 -0.1953
H 1.0643 -4.8939 8.9998 -0.5052 0.1457 0.0364
H 1.3752 -2.6312 7.8314 -0.0405 0.2224 0.3330
H 1.8308 -3.5871 6.4757 -0.0927 -0.4920 -0.1824
H 3.8986 -3.1721 7.5808 0.3435 0.1794 0.3690
H 3.4484 -4.8459 8.0886 0.3951 -0.0449 0.2198
H 4.9076 -4.0997 9.9289 0.4137 -0.0820 0.5809
H 4.0857 -3.0299 11.2048 0.4918 -0.4283 0.1800
H 4.7990 -2.3282 9.7761 0.4112 0.1401 -0.1552
C 3.1845 -3.7576 -3.8584 -0.5026 0.6719 -0.6707
O 2.6694 -2.4529 -4.2642 0.1609 -1.2630 -0.0741
C 3.5934 -1.4706 -4.6365 0.1241 0.8517 0.1024
C 2.8367 -0.2090 -4.9567 -2.1034 0.5694 -1.2532
N 3.4545 1.0625 -4.6821 1.1812 -0.1055 1.7772
C 4.6204 1.3252 -5.5449 -1.0097 1.3570 0.9091
C 5.4368 2.5128 -5.0133 0.2412 -0.4258 0.7803
O 4.6509 3.6655 -4.8525 -0.8779 0.4550 -0.6884
C 5.3991 4.8342 -4.5817 0.4284 -0.8171 0.5247
H 3.7464 -3.7002 -2.9261 0.1526 0.1152 -0.0673
H 3.7417 -4.2154 -4.6756 0.3694 0.1668 0.0354
H 2.3030 -4.3849 -3.7262 -0.0675 0.1612 0.2022
H 4.1559 -1.7625 -5.5233 0.4797 -0.3372 0.2413
H 4.1943 -1.1380 -3.7902 0.8197 -0.7153 -0.0064
H 1.8646 -0.2576 -4.4661 0.0829 0.0405 0.6993
H 2.4791 -0.1107 -5.9817 0.2701 -0.8857 -0.7403
H 2.7452 1.7675 -4.8235 0.0627 0.2027 -0.1002
H 4.1350 1.6033 -6.4804 0.9439 -0.3348 -0.8768
H 5.2730 0.4524 -5.5239 -0.1236 0.0176 -0.5198
H 6.3429 2.6979 -5.5902 -0.1011 0.1412 -0.6832
H 5.8360 2.2861 -4.0247 0.0862 -0.5201 0.2903
H 5.8557 4.7491 -3.5956 0.0734 0.0142 0.3959
H 4.7603 5.7172 -4.5609 -0.0172 -0.1945 -0.4290
H 6.2446 4.8840 -5.2679 -0.1166 0.5064 -0.3678
C -4.0743 -5.0727 1.1382 1.3167 -0.6232 0.0537
O -3.4612 -4.8166 2.3944 -0.2528 0.6558 1.2700
C -3.3417 -3.4197 2.7421 0.3884 0.9773 -0.4048
C -3.0959 -3.0341 4.2558 -0.2317 -2.9202 -0.9550
N -3.7532 -4.0638 5.0687 0.4692 0.5128 0.3447
C -5.1930 -4.0600 4.9543 0.2663 -0.2982 2.0904
C -5.7489 -4.8190 6.2099 -1.0045 -0.2985 -1.6672
O -5.5986 -6.2209 5.9147 -0.9966 -0.1396 0.8900
C -6.4766 -7.0710 6.6937 1.0743 0.1061 0.0367
H -3.4890 -4.5901 0.3555 -0.4974 0.7047 -0.2575
H -5.1552 -4.9370 1.1022 0.0377 0.5110 0.0572
H -3.8636 -6.1165 0.9056 -0.2465 -0.2252 0.3747
H -4.2260 -2.8724 2.4159 -0.2182 -0.0981 -0.2257
H -2.4767 -3.0239 2.2099 0.0025 0.1909 -0.4600
H -3.4459 -2.0272 4.4834 -0.0321 -0.0525 -0.1191
H -2.0373 -3.1429 4.4918 0.1183 0.4093 -0.1433
H -3.5008 -4.9494 4.6540 0.5983 -0.2221 0.2001
H -5.4688 -4.5915 4.0435 -0.7175 0.1864 -0.0142
H -5.4971 -3.0135 4.9783 -0.4821 -0.0430 -0.1444
H -6.8098 -4.5889 6.3083 -0.4417 -0.0807 -0.1948
H -5.3470 -4.5310 7.1813 0.7769 -0.0105 -0.1873
H -6.2830 -6.9588 7.7605 0.0995 0.2112 0.1833
H -6.2385 -8.1092 6.4623 0.1093 0.1293 -0.2639
H -7.5499 -6.9415 6.5541 -0.0251 0.4859 -0.4646
C -5.4580 5.0522 0.6480 0.7171 0.1626 0.6385
O -4.6442 3.9140 0.5519 1.7398 -0.8009 0.7273
C -3.5864 3.8384 1.5817 -1.0315 -0.0288 -0.5937
C -2.7021 2.6604 1.3204 -2.2512 -1.2665 -0.5140
N -3.5541 1.4266 1.2822 1.3502 0.8177 0.3737
C -2.8022 0.2225 0.9148 0.2976 1.7086 0.1417
C -3.7017 -0.7718 0.3408 -1.0594 -1.6404 -1.4620
O -4.0327 -0.4356 -1.0398 -1.6870 -0.8273 0.1127
C -5.3014 -1.1222 -1.3892 1.1532 0.6609 -0.7084
H -6.2811 4.9857 -0.0635 0.1874 -0.0507 0.0449
H -4.8240 5.9209 0.4703 -0.2797 0.4270 -0.2443
H -5.8253 5.1321 1.6711 -0.4330 0.1345 0.1052
H -4.0645 3.7364 2.5559 -0.1499 0.1911 0.1663
H -2.8654 4.6557 1.5994 -0.5765 0.8708 -0.2117
H -2.0205 2.5592 2.1649 0.4866 0.1424 -0.2680
H -2.2231 2.8804 0.3663 0.5446 -0.4385 -0.0957
H -4.4224 1.5593 0.7837 0.2853 0.1378 -0.3956
H -2.1983 -0.0473 1.7812 -0.3462 -0.7964 0.0637
H -2.0309 0.3958 0.1644 0.1301 0.3811 -0.3774
H -4.6664 -0.8875 0.8348 0.0739 0.1550 0.6376
H -3.2382 -1.7578 0.3078 0.0764 -0.1327 0.2166
H -5.2449 -2.2065 -1.2934 0.1020 -0.0508 0.8638
H -5.5315 -1.0517 -2.4523 0.5972 0.6571 -0.2021
H -6.1658 -0.6575 -0.9149 0.1530 -0.2163 0.5826
C -1.5346 5.8693 4.5504 0.1245 0.2102 0.2943
O -0.4050 5.0459 4.4432 0.1347 -0.1895 0.1629
C 0.2668 5.1618 3.2010 -0.7211 -1.4279 -0.0683
C 1.2063 3.9625 2.9813 1.0312 2.0345 1.2222
N 2.3974 4.1560 3.8672 -0.0273 0.1086 -1.5623
C 3.4380 3.1551 3.5789 -0.3657 1.5175 0.2696
C 4.4785 3.2093 4.6840 -1.6265 -0.9307 -0.1316
O 3.7197 2.6845 5.7751 0.3297 -0.3934 1.1572
C 4.2650 2.9353 7.0590 0.9287 0.3795 -0.1345
H -1.9763 5.6817 5.5291 -0.0923 -0.0523 -0.0948
H -2.2666 5.7001 3.7607 -0.1608 -0.3333 -0.1544
H -1.2929 6.9310 4.4990 0.2671 0.2407 0.0264
H 0.7512 6.1353 3.1253 0.3507 -0.0779 -0.1070
H -0.4849 5.0640 2.4177 -0.3175 0.3268 -0.3706
H 1.4994 4.0687 1.9368 0.4425 -0.1332 -0.1065
H 0.7325 2.9858 3.0798 -0.3704 -0.0805 0.2951
H 2.1795 4.1044 4.8521 -0.4397 -0.2038 -0.0387
H 3.9883 3.3935 2.6687 -0.4796 -0.1495 -0.4212
H 2.8610 2.2327 3.5142 1.0210 -0.8425 -0.0646
H 4.8188 4.2207 4.9064 -0.0748 0.1855 -0.1421
H 5.3179 2.5993 4.3502 0.2951 -0.3169 0.5884
H 3.8812 2.3412 7.8884 -0.5128 -0.4525 -0.6015
H 4.1277 3.9704 7.3717 -0.0675 0.3270 -0.1910
H 5.3386 2.7510 7.0211 0.2353 -0.0204 0.1576
C 0.3233 1.3842 -2.1342 0.9904 -0.1534 0.6888
O 0.3527 0.5530 -0.9348 -0.9700 0.0624 -2.1286
C 0.8522 1.1715 0.2108 0.0052 -0.2205 0.8110
C 1.2869 0.0869 1.2073 -0.4512 1.1556 -0.2975
N 0.1695 -0.6786 1.8195 1.4361 -0.7562 -0.9384
C 0.6402 -2.0015 2.3007 0.2731 1.0849 1.0903
C 1.3015 -1.9675 3.7086 -0.0941 0.3837 -0.7360
O 2.2929 -0.9887 3.8591 1.2035 0.1051 -1.9281
C 2.7256 -0.9915 5.1764 -0.5675 1.1991 0.5424
H -0.4283 2.1735 -2.1522 -0.0608 0.1769 0.6564
H 0.1678 0.8650 -3.0799 -0.1446 -0.9365 0.4758
H 1.3371 1.7794 -2.1986 -0.0054 0.6091 -0.1746
H 0.1285 1.8468 0.6672 -0.6801 -0.0427 0.1732
H 1.6752 1.8618 0.0261 0.5614 -0.2776 -0.4812
H 1.9044 0.6874 1.8754 0.0857 -0.4142 0.7842
H 1.9821 -0.5667 0.6804 -0.1210 -0.2531 0.0239
H -0.2718 -0.1567 2.5631 0.1414 0.0878 0.3558
H 1.3504 -2.4129 1.5834 -0.1759 0.0697 -0.1173
H -0.1916 -2.6974 2.4093 -0.1611 -0.0545 -0.1972
H 1.8563 -2.8863 3.8990 -0.7465 -0.8467 0.2387
H 0.5809 -1.6967 4.4803 -0.6133 -0.7141 0.1099
H 1.8921 -0.4998 5.6781 0.1758 0.0622 1.0304
H 3.6160 -0.3682 5.2593 0.0159 -0.1458 0.0571
H 2.8541 -1.9848 5.6064 0.2939 -0.1543 -0.1371
C -2.0001 -2.5049 -12.2622 -0.7732 0.8243 1.0223
O -1.9270 -1.5559 -11.1897 0.3042 0.0815 0.4369
C -0.9949 -1.9635 -10.1585 -0.5753 -0.2215 -0.1100
C -1.1343 -1.0656 -8.9303 1.0637 2.1673 -1.7024
N -0.5460 0.3368 -9.2059 -0.1812 -2.6400 1.7727
C -0.8977 1.1327 -8.0182 0.0463 1.2117 -0.8651
C -0.2147 0.7962 -6.6693 0.0262 -0.7955 -0.3252
O 0.4042 1.9121 -6.0098 0.6663 -0.2912 -0.6480
C -0.5215 2.8971 -5.6251 -0.9929 -1.0411 0.7977
H -2.3103 -3.4281 -11.7729 0.4653 -0.6029 -0.5792
H -1.0988 -2.5170 -12.8752 0.2469 -0.4213 0.2648
H -2.8196 -2.1943 -12.9103 -0.0056 0.1334 0.0602
H -0.0340 -2.0484 -10.6660 0.4752 0.3545 0.5751
H -1.2358 -2.9547 -9.7743 -0.2682 -0.4969 -0.3282
H -0.6577 -1.3918 -8.0059 0.1912 -0.5786 -0.3781
H -2.1994 -1.0025 -8.7071 -0.3075 0.0935 0.0105
H -0.9480 0.6799 -10.0666 -0.2811 0.3187 0.1786
H -1.9852 1.1590 -7.9505 -0.2980 -0.0506 0.5478
H -0.6068 2.1540 -8.2642 0.1106 0.2031 0.1094
H 0.5255 0.0070 -6.8010 0.6634 0.5457 -0.4302
H -0.8653 0.2347 -5.9988 -0.6705 0.6119 0.2799
H -0.1161 3.6997 -5.0090 0.7000 0.1106 -0.7076
H -1.1776 2.4020 -4.9093 -0.7167 -0.0254 0.0696
H -1.1294 3.2254 -6.4682 0.1284 0.4481 0.0675
C 5.4081 7.9954 3.3567 1.0741 -1.4115 -1.2177
O 5.3820 7.2315 2.1157 -0.0580 0.7051 -0.3914
C 5.1852 5.8177 2.2361 -0.4826 0.7806 0.0546
C 5.4292 4.9432 0.9400 -0.1980 -0.3446 1.9953
N 4.2922 4.5473 0.1353 0.0179 1.0046 -1.3859
C 3.7489 5.6402 -0.7078 -0.2358 -0.5156 0.6793
C 2.5812 5.1143 -1.5813 0.1010 1.5530 0.3689
O 1.5473 4.6423 -0.6825 0.5610 -0.5985 -0.0009
C 0.2127 5.1059 -0.9218 0.9761 -0.7195 -1.2469
H 5.4449 9.0607 3.1292 -0.3660 -0.1786 -0.2413
H 6.3880 7.7358 3.7573 -0.0585 0.1262 0.8081
H 4.6036 7.7390 4.0459 -0.1163 -0.0140 -0.0706
H 4.1746 5.7392 2.6367 -0.4837 -0.6933 -0.3884
H 5.7807 5.4075 3.0516 0.6918 0.0723 0.0239
H 5.8452 4.0399 1.3864 -0.2664 -0.4573 -0.0298
H 6.3003 5.2446 0.3583 -0.3960 0.7210 -0.3437
H 3.5181 4.1121 0.6164 0.2634 -0.0939 0.5035
H 4.6155 6.0334 -1.2392 -0.2570 0.0067 -0.6256
H 3.3979 6.4578 -0.0783 -0.2534 0.2514 0.0773
H 3.0078 4.5092 -2.3813 -0.4352 -1.5624 0.5382
H 2.1411 5.8750 -2.2261 -0.0070 0.8066 0.3975
H -0.0246 4.7873 -1.9368 -0.2816 0.5047 -0.3887
H 0.1507 6.1883 -0.8093 -0.2094 -0.0014 0.0863
H -0.5231 4.5498 -0.3409 0.4328 0.1688 0.6605